Computed, not measured: a 2-piece molecular cluster, CH5ClNOPS overall in a non-equilibrium geometry, with ωB97M-V/def2-TZVPD.

XYZ file:
```
11
Properties=species:S:1:pos:R:3:forces:R:3
C -0.225690 1.702475 -0.373797 -1.94 -1.99 2.09
N 1.070701 1.419838 0.084430 1.01 0.56 0.85
P 1.674372 0.048292 0.081950 1.76 -0.58 0.87
S 1.261281 -1.748341 -0.270408 -0.58 -0.56 -0.36
Cl 3.512999 0.221499 0.844562 0.12 0.12 -0.04
H -1.023061 1.125758 0.232814 0.99 1.10 -0.70
H -0.411127 2.725513 -0.345673 -0.48 1.69 -0.10
H -0.266118 1.278391 -1.310008 -0.87 -0.32 -2.60
O -2.199962 -2.125313 0.522702 1.04 -1.09 -0.95
H -1.315790 -1.679396 0.555828 -1.04 -0.87 -0.25
H -2.077607 -2.968713 -0.022405 -0.02 1.95 1.18
```
Positions in Å, forces in eV/Å.

Results
SMILES string: CN=P(=S)Cl.O
Lowest unoccupied orbital energy, eV: -0.269
Total energy, eV: -37301.9759
M, g/mol: 145.6
E_HOMO, eV: -10.0830

The molecule's Löwdin atomic charges, reported in e, are given here:
1. C -0.21
2. N -0.35
3. P -0.10
4. S 0.27
5. Cl 0.29
6. H 0.11
7. H 0.05
8. H 0.04
9. O -0.13
10. H -0.04
11. H 0.07

---

Computed, not measured: an isolated ion of composition C3H5N2 and charge +1 in a non-equilibrium geometry, with ωB97M-V/def2-TZVPD.

XYZ file:
```
10
Properties=species:S:1:pos:R:3:forces:R:3
C -1.346237 -0.755790 0.057518 -0.08 0.47 3.42
N -1.077216 -0.154111 1.333045 -2.27 -1.49 -2.57
N 0.126687 0.167799 1.292521 1.81 0.74 -0.20
C 0.734074 0.104825 0.014254 2.09 0.04 -3.64
C -0.520820 -0.187615 -0.949299 -0.33 2.60 -0.17
H 0.544141 0.706963 2.053854 -0.11 -0.48 0.25
H 1.289051 -0.783106 -0.430787 -0.03 0.41 2.12
H 1.440857 0.955991 -0.282352 -1.33 -0.78 0.95
H -0.256968 -0.869486 -1.732688 -0.19 -0.16 -0.57
H -0.933569 0.814528 -1.356067 0.44 -1.34 0.42
```
Positions in Å, forces in eV/Å.

Results
SMILES string: C1#[N+]NCC1
Lowest unoccupied orbital energy (spin up / spin down), eV: -7.262 / -7.618
Total energy, eV: -6159.1190
M, g/mol: 69.1
Net charge: +1
E_HOMO (spin up / spin down), eV: -15.1393 / -15.8892

The molecule's Löwdin atomic charges, reported in e, are given here:
1. C 0.19
2. N 0.15
3. N 0.04
4. C -0.10
5. C -0.12
6. H 0.20
7. H 0.16
8. H 0.17
9. H 0.12
10. H 0.19

---

Computed, not measured: C19H12Cl3LuN4O2 as an isolated structure in a non-equilibrium geometry, with ωB97M-V/def2-TZVPD.

XYZ file:
```
41
Properties=species:S:1:pos:R:3:forces:R:3
Lu 0.741998 -0.457430 0.058750 -0.52 1.25 -1.55
Cl -4.440825 4.568981 -0.571632 -0.70 0.74 -0.94
C -3.377779 3.380844 -0.034575 0.73 -2.08 0.97
C -2.504808 2.701438 -0.881963 -0.07 -0.81 0.81
C -1.605771 1.699251 -0.327722 -1.89 2.65 -1.20
N -0.699027 1.078387 -1.147253 0.85 -1.01 -0.31
C -0.545385 1.516940 -2.429060 -0.21 0.54 0.78
O -0.959521 2.532796 -3.009510 0.43 -0.97 0.53
C 0.240192 0.559827 -3.223074 1.79 -0.37 -0.08
C 0.143207 0.722655 -4.606784 -0.50 -0.83 -0.15
C 0.762072 -0.197448 -5.414843 0.54 -0.78 -0.56
C 1.488186 -1.218162 -4.793166 -0.50 -0.04 -0.52
C 1.576326 -1.300157 -3.409370 0.53 0.94 -0.38
N 1.056732 -0.355072 -2.578019 -1.28 -0.25 -1.49
C -1.596496 1.456015 1.040528 -0.43 0.09 -0.36
C -2.366145 2.247219 1.862747 -1.51 0.80 0.19
C -3.396571 3.038029 1.340379 2.04 0.53 -1.19
Cl -4.429168 3.903011 2.360140 -0.56 0.37 1.10
N -0.765747 0.439487 1.495648 2.28 -0.45 -0.39
C -0.535490 0.256163 2.801500 -1.03 0.04 1.02
O -1.244596 0.629019 3.745680 0.97 -0.24 -0.48
C 0.684726 -0.587726 3.151733 -0.17 -0.25 1.77
C 0.756086 -0.982992 4.541507 -0.51 0.51 -1.54
C 1.711137 -1.908198 4.875926 0.38 -1.11 -0.89
C 2.570546 -2.420590 3.839000 -0.50 0.47 2.58
C 2.480080 -1.871717 2.609208 1.94 -1.01 -2.12
N 1.577445 -0.981045 2.220036 -1.88 1.13 0.88
H -2.556285 2.846085 -1.972059 0.12 0.14 1.09
H -0.555846 1.411259 -5.068402 0.27 0.31 0.59
H 0.653664 -0.183838 -6.525692 0.15 0.09 1.10
H 1.911052 -1.994744 -5.422145 0.15 0.01 0.30
H 2.190663 -2.120551 -3.053476 -0.18 0.21 0.73
H -2.138497 2.317069 2.909244 -0.53 -0.47 0.21
H -0.028179 -0.590349 5.226850 0.85 -0.36 -0.70
H 1.700240 -2.360649 5.868639 0.32 0.26 -0.20
H 3.322884 -3.173964 4.081463 -0.30 0.25 -0.26
H 3.154862 -2.222006 1.791878 -0.54 0.32 0.91
Cl 2.643519 -3.626633 -0.218235 0.80 -0.22 -0.08
C 1.141595 -2.697473 -0.295348 -0.39 0.40 -0.54
H 0.500835 -3.137422 0.445556 -0.63 -0.59 0.34
H 0.738089 -2.916309 -1.284083 -0.31 -0.21 0.03
```
Positions in Å, forces in eV/Å.

Results
Lowest unoccupied orbital energy, eV: -1.033
Total energy, eV: -101142.1945
M, g/mol: 609.7
E_HOMO, eV: -7.2298

The molecule's Löwdin atomic charges, reported in e, are given here:
1. Lu 1.79
2. Cl 0.70
3. C -0.73
4. C -0.01
5. C -0.24
6. N -0.04
7. C -0.48
8. O 0.02
9. C -0.18
10. C 0.00
11. C -0.05
12. C -0.06
13. C -0.13
14. N 0.03
15. C -0.26
16. C -0.04
17. C -0.71
18. Cl 0.69
19. N -0.06
20. C -0.48
21. O 0.03
22. C -0.15
23. C 0.02
24. C -0.03
25. C -0.03
26. C -0.20
27. N -0.04
28. H 0.10
29. H 0.13
30. H 0.13
31. H 0.11
32. H 0.10
33. H 0.10
34. H 0.13
35. H 0.11
36. H 0.12
37. H 0.07
38. Cl 0.44
39. C -0.83
40. H -0.03
41. H -0.04

---

Computed, not measured: one molecule with the formula C23H32ClN3O2, with ωB97M-V/def2-TZVPD.

XYZ file:
```
61
Properties=species:S:1:pos:R:3:forces:R:3
O -0.500032 -1.534517 -1.770212 0.04 -0.34 -0.12
C -0.393673 -0.672640 -0.915954 -0.11 -0.11 0.42
C -0.175319 -1.035198 0.550271 0.10 -0.36 -0.22
C 1.310966 -0.996634 0.907213 -0.14 0.18 0.20
C 1.454258 -1.298027 2.389879 0.10 -0.06 -0.04
C 0.651724 -2.490750 2.888616 0.22 0.32 0.05
O 0.901980 -2.968611 3.982186 0.23 -0.04 0.33
N -0.354897 -2.947938 2.113262 -0.15 -0.02 0.01
C -1.126603 -4.092455 2.595384 -0.07 -0.06 0.08
C -0.984321 -5.294071 1.654754 0.12 -0.08 0.13
C -0.987074 -6.646436 2.374407 -0.06 0.05 0.04
C -1.962297 -6.770278 3.548881 -0.06 -0.12 -0.20
C -3.322517 -6.103941 3.333961 0.06 0.01 0.35
C -3.337508 -4.634635 3.755125 -0.12 0.00 -0.32
C -2.593496 -3.699895 2.805613 0.09 -0.04 0.27
C -0.656308 -2.464965 0.782214 -0.02 0.13 -0.43
N -0.470701 0.640922 -1.229884 -0.11 0.32 -0.26
C -0.243123 1.785402 -0.379274 0.31 0.21 0.23
C 0.976652 2.560720 -0.888424 -0.09 -0.03 0.33
N 0.743254 2.962385 -2.259619 -0.18 -0.07 -0.03
C 1.394941 4.088658 -2.755203 0.12 0.24 -0.10
C 2.265013 4.030840 -3.846809 -0.05 -0.09 0.14
C 2.863822 5.167887 -4.354699 0.03 0.08 -0.04
C 2.619906 6.402708 -3.780940 0.00 0.00 -0.01
C 1.751535 6.492825 -2.706787 0.07 -0.01 -0.02
C 1.139737 5.356083 -2.213908 0.08 -0.01 -0.02
Cl -0.013735 5.551046 -0.931584 -0.16 0.09 0.06
C 0.571236 1.807490 -3.113619 -0.34 -0.09 -0.02
C -0.647995 1.027109 -2.615999 0.15 -0.21 -0.43
H -0.737198 -0.359880 1.201176 0.04 0.01 0.00
H 1.833585 -1.749200 0.313169 0.00 0.02 -0.09
H 1.754782 -0.024810 0.681234 0.04 -0.03 -0.05
H 2.496686 -1.480262 2.656928 -0.10 -0.01 0.07
H 1.120991 -0.439972 2.982370 0.02 -0.04 0.02
H -0.677627 -4.330609 3.564124 -0.10 0.03 -0.16
H -1.785397 -5.267212 0.913414 0.00 0.02 -0.10
H -0.040001 -5.212264 1.112610 -0.04 0.03 -0.08
H 0.016790 -6.849579 2.752999 0.04 -0.05 -0.07
H -1.216285 -7.416636 1.634020 0.06 -0.05 0.02
H -2.110494 -7.835348 3.742026 0.05 0.02 0.09
H -1.508691 -6.347123 4.446785 0.01 -0.03 0.09
H -4.064430 -6.629933 3.939704 -0.04 -0.02 -0.08
H -3.628233 -6.199155 2.291051 -0.12 -0.04 -0.10
H -2.905048 -4.550127 4.754466 -0.02 0.01 0.07
H -4.374979 -4.295655 3.817219 0.02 0.03 0.08
H -3.115966 -3.687516 1.845540 -0.02 0.06 -0.05
H -2.626963 -2.688961 3.220144 0.00 0.04 -0.05
H -1.737471 -2.510902 0.633473 0.06 -0.04 -0.02
H -0.194299 -3.108809 0.023487 -0.15 0.10 0.07
H -0.086565 1.492185 0.655406 -0.03 -0.05 -0.01
H -1.119932 2.441311 -0.433814 0.08 -0.01 0.08
H 1.146841 3.434918 -0.263085 0.02 -0.10 -0.03
H 1.867334 1.910902 -0.829358 -0.04 0.04 0.03
H 2.484704 3.074421 -4.294675 0.00 -0.12 -0.02
H 3.533383 5.084375 -5.197357 0.06 -0.01 -0.07
H 3.090764 7.292276 -4.168194 0.04 0.09 -0.04
H 1.529400 7.449082 -2.258963 -0.05 0.06 0.06
H 0.388801 2.138073 -4.136653 0.04 -0.03 0.02
H 1.451970 1.145170 -3.097436 -0.01 0.03 -0.06
H -0.788825 0.118118 -3.201806 -0.02 0.15 0.06
H -1.538007 1.659997 -2.693973 0.05 -0.01 -0.03
```
Positions in Å, forces in eV/Å.

Results
SMILES string: O=C([C@@H]1CCC(=O)N(C2CCCCCC2)C1)N1CCN(c2ccccc2Cl)CC1
Lowest unoccupied orbital energy, eV: 0.599
Total energy, eV: -45459.6929
M, g/mol: 418.0
E_HOMO, eV: -8.4162

The molecule's Löwdin atomic charges, reported in e, are given here:
1. O 0.06
2. C -0.42
3. C -0.21
4. C -0.14
5. C -0.08
6. C -0.45
7. O 0.04
8. N -0.01
9. C -0.27
10. C -0.14
11. C -0.19
12. C -0.21
13. C -0.20
14. C -0.20
15. C -0.15
16. C -0.11
17. N -0.04
18. C -0.12
19. C -0.17
20. N -0.13
21. C -0.25
22. C -0.02
23. C -0.08
24. C -0.09
25. C -0.11
26. C -0.57
27. Cl 0.72
28. C -0.15
29. C -0.11
30. H 0.15
31. H 0.14
32. H 0.10
33. H 0.13
34. H 0.13
35. H 0.14
36. H 0.11
37. H 0.12
38. H 0.11
39. H 0.11
40. H 0.11
41. H 0.11
42. H 0.11
43. H 0.11
44. H 0.12
45. H 0.11
46. H 0.11
47. H 0.12
48. H 0.13
49. H 0.13
50. H 0.11
51. H 0.13
52. H 0.08
53. H 0.13
54. H 0.11
55. H 0.10
56. H 0.10
57. H 0.10
58. H 0.13
59. H 0.13
60. H 0.12
61. H 0.14

---

Computed, not measured: a 7-piece molecular cluster, C5H23NO7 overall in a non-equilibrium geometry, with ωB97M-V/def2-TZVPD.

XYZ file:
```
36
Properties=species:S:1:pos:R:3:forces:R:3
C 1.595008 -1.564676 1.030667 0.56 4.24 1.83
N 0.624466 -0.678191 0.415198 -0.50 -3.87 -2.24
C -0.635660 -1.410763 0.127654 0.44 1.00 -4.30
C -1.692218 -0.355530 -0.336759 -0.68 -1.58 -0.86
C -2.485557 0.122537 0.820625 -3.57 -2.37 -4.27
O -1.884594 0.650750 1.732441 2.60 2.72 4.46
C 2.920982 -0.750486 1.311493 -2.69 1.41 1.54
H 1.168657 -1.855069 1.997797 0.32 -0.98 -0.14
H 1.868661 -2.285054 0.322593 -0.16 -1.72 -0.64
H 0.351830 0.188159 0.730570 -0.01 2.07 2.22
H -1.109308 -2.081586 0.848466 0.54 0.20 0.51
H -0.453597 -1.993221 -0.868456 -0.05 0.35 2.00
H -1.275814 0.442644 -0.961765 0.84 0.47 0.49
H -2.248279 -0.836298 -1.172816 -0.53 -0.05 0.90
H -3.618617 0.050333 0.735634 0.90 0.31 0.24
H 3.473873 -1.304193 2.090209 0.11 0.70 -0.29
H 3.438478 -0.699219 0.392234 0.92 0.24 -0.85
H 2.580137 0.377241 1.632919 1.15 -2.87 -0.44
H 0.345440 0.098950 3.889538 1.52 -6.39 2.50
H -0.567785 0.789268 2.903209 -1.66 -0.70 -1.27
O 0.116510 0.855988 3.546992 0.04 7.03 -1.29
H 2.186917 -0.366253 -3.497467 -0.13 0.33 0.10
H 1.801659 -0.450837 -2.000738 -0.34 0.51 0.36
O 2.193501 -0.931421 -2.726587 0.49 -1.02 -0.32
H 0.437752 1.656870 -2.368762 -5.27 -0.77 -5.87
H 0.723851 1.122008 -1.028257 -0.98 -1.62 1.53
O 0.959216 1.717203 -1.694867 6.37 2.39 4.36
H -1.566357 2.758720 -3.065875 -1.53 0.05 3.07
H -2.130496 3.152851 -1.543329 0.59 1.93 1.39
O -2.077395 2.510223 -2.203997 0.94 -2.01 -4.53
H 1.264254 -3.797344 -1.836388 4.11 2.51 -1.45
H 0.735184 -4.784180 -0.943551 -0.27 -0.34 0.41
O 0.483480 -4.172822 -1.632224 -3.80 -2.23 0.93
H -0.649385 2.697453 1.172797 1.75 -5.41 4.26
H -0.229028 3.975526 0.621677 0.19 0.15 -0.09
O -0.930048 3.325588 0.643406 -2.20 5.30 -4.25
```
Positions in Å, forces in eV/Å.

Results
Lowest unoccupied orbital energy (spin up / spin down), eV: 3.006 / 2.887
Total energy, eV: -21377.2625
2S+1: 2
<S²>: 0.753
M, g/mol: 209.2
Net charge: -1
E_HOMO (spin up / spin down), eV: 0.1301 / -4.0887

The molecule's Löwdin atomic charges, reported in e, are given here:
1. C -0.28
2. N -0.09
3. C -0.22
4. C -0.24
5. C -0.48
6. O -0.16
7. C -0.09
8. H 0.10
9. H 0.07
10. H 0.04
11. H 0.10
12. H 0.11
13. H 0.06
14. H 0.10
15. H 0.06
16. H 0.05
17. H 0.03
18. H 0.12
19. H -0.07
20. H -0.04
21. O 0.00
22. H 0.02
23. H -0.01
24. O -0.06
25. H -0.08
26. H -0.03
27. O 0.03
28. H 0.09
29. H -0.02
30. O -0.08
31. H -0.04
32. H 0.04
33. O -0.01
34. H -0.08
35. H 0.04
36. O 0.01

---

Computed, not measured: Cl3H3Si2 as an isolated structure in a non-equilibrium geometry, with ωB97M-V/def2-TZVPD.

XYZ file:
```
8
Properties=species:S:1:pos:R:3:forces:R:3
Si -0.140990 0.085890 0.256920 0.84 1.72 -0.41
Si -0.350593 0.558464 2.530836 -1.05 -3.41 0.88
Cl 1.082500 0.874152 3.903675 0.26 0.17 -0.40
Cl -2.052055 1.338574 3.211376 -0.46 0.46 0.04
Cl -0.843002 -2.094679 3.060261 0.46 2.45 -0.57
H 0.746772 1.290066 -0.038584 -0.19 -0.65 -0.11
H 0.596538 -1.143364 0.252450 0.34 -0.58 -0.09
H -1.222410 0.186641 -0.756956 -0.20 -0.15 0.67
```
Positions in Å, forces in eV/Å.

Results
Lowest unoccupied orbital energy, eV: -0.757
Total energy, eV: -53372.9606
M, g/mol: 165.6
E_HOMO, eV: -9.8023

The molecule's Löwdin atomic charges, reported in e, are given here:
1. Si 0.47
2. Si -0.48
3. Cl 0.30
4. Cl 0.29
5. Cl -0.27
6. H -0.10
7. H -0.11
8. H -0.09